# C53H38Cl4N2O6P2SiTi

A structure of composition C53H38Cl4N2O6P2SiTi at a distorted geometry (ωB97M-V with the def2-TZVPD basis set, OMol25).

CARTESIAN COORDINATES (ANGSTROEM)
Ti: 2.372 -0.542 0.188
O: 0.988 0.246 -3.471
C: 1.467 0.351 -2.363
O: 0.979 -0.080 -1.235
C: 2.734 1.153 -2.089
C: 3.384 2.067 -2.897
C: 4.373 2.852 -2.316
C: 4.633 2.778 -0.950
C: 3.955 1.830 -0.213
N: 3.105 1.017 -0.825
C: 3.850 1.664 1.302
O: 4.422 2.434 2.056
O: 3.005 0.746 1.593
H: 3.095 2.161 -3.934
H: 4.912 3.569 -2.924
H: 5.321 3.449 -0.455
C: 1.216 1.518 3.524
Si: 0.249 0.603 2.178
C: -0.806 -0.705 3.142
C: -1.137 -0.461 4.486
C: -2.023 -1.255 5.192
C: -2.644 -2.322 4.557
C: -2.325 -2.604 3.243
C: -1.392 -1.834 2.540
P: -0.978 -2.247 0.795
C: -0.662 -4.061 0.942
C: -0.606 -4.826 -0.228
C: -0.293 -6.175 -0.197
C: 0.012 -6.791 1.009
C: 0.013 -6.036 2.171
C: -0.314 -4.687 2.136
C: -2.737 -2.226 0.159
C: -3.396 -3.216 -0.566
C: -4.669 -2.998 -1.088
C: -5.313 -1.786 -0.900
C: -4.671 -0.786 -0.176
C: -3.405 -1.006 0.339
C: -1.172 1.929 1.885
C: -2.384 1.859 2.598
C: -3.366 2.831 2.505
C: -3.162 3.946 1.703
C: -1.987 4.044 0.984
C: -1.011 3.046 1.048
P: 0.468 3.142 -0.052
C: 0.883 4.940 0.092
C: 1.931 5.220 0.974
C: 2.366 6.521 1.183
C: 1.756 7.574 0.516
C: 0.708 7.313 -0.357
C: 0.280 6.010 -0.569
C: -0.406 3.065 -1.668
C: 0.038 3.770 -2.785
C: -0.601 3.635 -4.010
C: -1.670 2.762 -4.146
C: -2.087 2.016 -3.052
C: -1.464 2.170 -1.825
H: 0.550 1.969 4.269
H: 1.818 2.311 3.077
H: 1.908 0.835 4.021
H: -0.687 0.389 4.988
H: -2.250 -1.030 6.229
H: -3.373 -2.928 5.084
H: -2.810 -3.434 2.740
H: -0.776 -4.351 -1.184
H: -0.264 -6.737 -1.123
H: 0.292 -7.837 1.036
H: 0.301 -6.488 3.113
H: -0.269 -4.115 3.053
H: -2.929 -4.179 -0.721
H: -5.156 -3.789 -1.649
H: -6.299 -1.618 -1.315
H: -5.157 0.169 -0.015
H: -2.918 -0.216 0.903
H: -2.571 1.005 3.236
H: -4.290 2.722 3.064
H: -3.910 4.727 1.636
H: -1.824 4.918 0.366
H: 2.417 4.403 1.499
H: 3.192 6.706 1.859
H: 2.098 8.590 0.670
H: 0.218 8.128 -0.877
H: -0.528 5.826 -1.267
H: 0.903 4.419 -2.705
H: -0.244 4.195 -4.866
H: -2.160 2.646 -5.104
H: -2.893 1.299 -3.152
H: -1.788 1.570 -0.982
Cl: 4.614 -1.276 0.349
C: 3.276 -3.722 2.698
Cl: 4.139 -3.754 4.223
Cl: 3.851 -4.843 1.503
C: 2.664 -2.588 2.310
N: 1.880 -1.775 1.936
Cl: -1.159 -5.361 -5.781
C: -0.133 -4.485 -4.657
C: -0.698 -3.533 -3.826
C: 0.119 -2.854 -2.936
C: 1.483 -3.116 -2.894
C: 2.032 -4.061 -3.747
C: 1.222 -4.766 -4.627
C: 2.346 -2.331 -1.943
O: 3.269 -1.666 -2.408
O: 1.994 -2.347 -0.707
H: -1.762 -3.337 -3.858
H: -0.297 -2.101 -2.275
H: 3.098 -4.246 -3.719
H: 1.631 -5.531 -5.274

Summary:
energy above the lowest of the compared OMol25 structures with the same formula, charge and spin: 21.1 kcal/mol
E: -6266.1442 a.u.
total charge: -2
HOMO-LUMO gap (spin up / spin down): 5.44 / 5.44 eV
E_HOMO (spin up / spin down): -1.5482 / -1.5458 eV

These are the Mulliken partial charges, in e, on atoms 1 to 99: Ti 0.33; O -0.82; C 0.64; O 0.07; C 0.10; C -1.38; C -0.45; C -0.86; C 0.42; N 1.84; C 0.00; O -0.80; O -0.62; H 0.54; H 0.42; H 0.58; C -1.77; Si 1.40; C 0.01; C 0.23; C -0.84; C -0.95; C -0.15; C -0.30; P 2.06; C 0.47; C -0.24; C -1.05; C -0.65; C -0.70; C -0.60; C 0.31; C -0.48; C -0.73; C -0.61; C -0.48; C -0.30; C 0.48; C -0.32; C -1.06; C -0.86; C -0.41; C 0.02; P 1.75; C 0.57; C -0.82; C -0.72; C -0.51; C -0.87; C -0.17; C 0.18; C -0.58; C -0.73; C -0.71; C -0.37; C -0.84; H 0.59; H 0.26; H 0.36; H 0.34; H 0.38; H 0.37; H 0.47; H 0.28; H 0.45; H 0.35; H 0.38; H 0.32; H 0.35; H 0.42; H 0.35; H 0.46; H -0.06; H 0.27; H 0.37; H 0.40; H 0.23; H 0.17; H 0.45; H 0.36; H 0.39; H 0.43; H 0.56; H 0.37; H 0.37; H 0.50; H 0.12; Cl -0.46; C -0.05; Cl -0.29; Cl -0.25; C -0.59; N 0.49; Cl -0.28; C 0.29; C -0.79; C -0.13; C 0.71; C -0.43